(1)
Computed, not measured: the molecule C6H9N in a non-equilibrium geometry, with ωB97M-V/def2-TZVPD.

The lowest unoccupied orbital energy is -0.1 eV. As for the spin multiplicity: 1. As for the frontier orbital gap: 8.75 eV. For the HOMO energy, the calculation gives -8.83 eV. The total energy comes out at -288.623783 Eh.

The geometry in XYZ format:
```
16
Properties=species:S:1:pos:R:3:mulliken_charge:R:1
C 1.616 1.254 0.627 -1.502
C 0.597 0.489 -0.225 0.617
C -0.557 -0.097 0.613 -0.732
C -1.770 -0.446 -0.254 -0.521
C -1.806 -1.547 -1.216 -0.503
C 1.267 -0.590 -0.972 0.076
N 1.799 -1.455 -1.527 -0.453
H 2.433 1.641 0.011 0.404
H 2.044 0.608 1.400 0.320
H 1.120 2.099 1.116 0.384
H -0.841 0.650 1.365 0.380
H -0.201 -0.983 1.153 0.338
H -2.547 -0.976 0.362 0.339
H -2.287 0.457 -0.606 0.335
H -1.042 -2.281 -0.878 0.224
H 0.175 1.177 -0.969 0.294
```

(2)
Computed, not measured: the molecule C8H7NO3 in a non-equilibrium geometry, with ωB97M-V/def2-TZVPD.

The lowest unoccupied orbital energy is -0.4 eV. As for the spin multiplicity: 1. As for the frontier orbital gap: 7.80 eV. For the HOMO energy, the calculation gives -8.20 eV. The total energy comes out at -589.229636 Eh.

The geometry in XYZ format:
```
19
Properties=species:S:1:pos:R:3:mulliken_charge:R:1
C -0.230 -1.450 -1.363 -0.239
C -1.415 -0.609 -1.162 -0.014
C 0.325 -1.570 -0.164 0.284
C -0.629 -1.381 0.891 -0.623
C -0.445 1.346 -0.325 0.351
C -1.465 0.948 0.686 -0.558
C 2.423 -0.516 -0.474 -0.405
C 0.869 1.375 -0.003 -0.258
N -1.509 -0.509 0.380 0.018
O -0.914 0.641 -1.486 -0.409
O 1.718 -1.519 0.116 -0.370
O 1.895 0.776 -0.770 -0.318
H 0.368 -1.313 -2.238 0.345
H -2.367 -0.823 -1.506 0.470
H -1.433 1.232 1.715 0.431
H -2.385 1.305 0.296 0.265
H 3.315 -0.294 0.087 0.368
H 2.777 -0.831 -1.418 0.327
H 1.002 2.026 0.891 0.334
```

(3)
Computed, not measured: a structure of composition C13H17F5N2OSnTe in a non-equilibrium geometry, with ωB97M-V/def2-TZVPD.

The lowest unoccupied orbital energy (alpha / beta) is -1.0 / -0.8 eV. As for the spin multiplicity: 1. As for the frontier orbital gap (alpha / beta): 5.13 / 5.53 eV. For the HOMO energy (alpha / beta), the calculation gives -6.17 / -6.32 eV. The total energy comes out at -1671.872741 Eh.

The geometry in XYZ format:
```
40
Properties=species:S:1:pos:R:3:mulliken_charge:R:1
C 1.978 0.482 2.243 -0.680
C 1.715 1.729 1.567 -0.258
H 1.137 0.103 2.837 0.171
H 2.837 0.484 2.906 0.393
H 2.132 -0.248 1.461 0.084
H 1.127 1.745 0.587 -0.202
H 0.987 2.295 2.178 0.252
H 2.598 2.214 1.138 0.360
C -1.055 -3.020 0.366 -0.148
C -1.720 -4.176 0.076 -0.860
C -2.393 -4.258 -1.143 -0.369
C -2.417 -3.217 -2.048 -1.113
H -0.526 -2.842 1.267 0.546
H -1.684 -4.980 0.790 0.409
H -2.886 -5.169 -1.415 0.436
H -2.912 -3.223 -3.001 0.403
N -1.099 -2.005 -0.527 -0.047
C -1.779 -2.029 -1.713 0.824
C -1.803 -0.811 -2.562 0.746
N -1.201 0.332 -2.112 -0.063
C -1.068 1.517 -2.734 -0.043
C -2.308 0.520 -4.451 -0.310
C -1.655 1.642 -3.948 -0.977
H -0.528 2.274 -2.203 0.581
H -1.581 2.599 -4.449 0.402
C -2.392 -0.715 -3.818 -1.116
H -2.874 -1.600 -4.181 0.444
H -2.762 0.589 -5.412 0.428
Sn -0.204 -0.171 -0.447 0.592
C 1.718 -0.716 -1.266 -1.418
H 1.990 -0.006 -2.047 0.389
H 1.559 -1.669 -1.775 0.407
H 2.587 -0.838 -0.620 0.420
F -2.267 2.990 1.651 -0.420
Te -2.523 1.256 2.366 1.908
F -4.162 1.010 1.435 -0.419
F -3.491 1.998 3.817 -0.398
F -0.930 1.496 3.388 -0.428
F -2.663 -0.464 3.182 -0.426
O -1.556 0.507 0.957 -0.495
```

(4)
Computed, not measured: a cluster of 3 separate species, C26H42N2O5 in total in a non-equilibrium geometry, with ωB97M-V/def2-TZVPD.

The lowest unoccupied orbital energy (alpha / beta) is -1.3 / -1.3 eV. As for the spin multiplicity: 3. As for the frontier orbital gap (alpha / beta): 7.26 / 7.72 eV. For the HOMO energy (alpha / beta), the calculation gives -8.54 / -9.01 eV. The total energy comes out at -1501.210359 Eh.

The geometry in XYZ format:
```
75
Properties=species:S:1:pos:R:3:mulliken_charge:R:1
C -1.790 7.494 -5.894 -0.565
C -2.785 6.455 -6.088 -0.459
C -3.023 5.491 -4.828 0.283
C -2.266 4.286 -4.850 0.446
C -1.279 3.840 -6.005 -0.337
C 0.118 3.593 -5.877 -0.579
C -2.688 3.592 -3.477 0.385
O -2.109 2.614 -2.967 -0.412
O -3.821 4.330 -2.952 -0.272
C -3.966 5.637 -3.552 0.429
O -4.681 6.591 -3.176 -0.525
H -0.860 7.611 -6.547 0.255
H -1.994 8.183 -4.988 0.250
H -3.369 6.390 -7.070 0.330
H -1.731 3.743 -7.065 0.298
H 0.853 4.299 -5.339 0.243
H 0.579 2.664 -6.384 0.226
C 3.289 0.821 1.063 -1.777
C 2.949 1.098 -0.422 1.762
C 2.862 2.622 -0.659 -1.287
C 1.594 3.249 -0.088 -0.583
C 0.353 2.521 -0.592 -1.268
C 0.402 0.996 -0.354 2.035
N 1.691 0.383 -0.800 0.449
O 1.658 0.303 -2.161 -0.560
C 0.165 0.693 1.145 -1.907
C -0.830 0.354 -1.046 -1.731
C 4.189 0.556 -1.182 -1.793
H 3.122 -0.230 1.317 0.339
H 4.341 1.036 1.274 0.498
H 2.730 1.440 1.762 0.294
H 2.899 2.835 -1.734 0.366
H 3.735 3.120 -0.222 0.360
H 1.622 3.245 1.006 0.339
H 1.544 4.302 -0.384 0.397
H -0.533 2.947 -0.109 0.409
H 0.242 2.727 -1.663 0.215
H 0.344 -0.364 1.367 0.350
H -0.870 0.909 1.430 0.544
H 0.773 1.294 1.818 0.252
H -0.876 0.573 -2.115 0.334
H -1.761 0.738 -0.619 0.470
H -0.833 -0.733 -0.917 0.301
H 4.291 -0.526 -1.048 0.444
H 5.107 1.022 -0.810 0.428
H 4.155 0.767 -2.254 0.355
C 1.059 -5.831 3.348 -1.720
C 0.770 -4.348 3.691 1.736
C -0.048 -4.267 4.998 -1.227
C -1.507 -4.674 4.822 -0.491
C -2.158 -3.886 3.691 -1.263
C -1.373 -3.961 2.364 1.837
N 0.086 -3.682 2.539 0.330
O 0.228 -2.336 2.700 -0.543
C -1.570 -5.355 1.719 -1.828
C -2.041 -2.999 1.345 -1.888
C 2.182 -3.760 3.960 -1.877
H 1.420 -5.936 2.321 0.373
H 1.834 -6.243 4.002 0.466
H 0.199 -6.485 3.484 0.296
H -0.020 -3.244 5.392 0.384
H 0.409 -4.900 5.767 0.350
H -1.587 -5.749 4.635 0.302
H -2.051 -4.489 5.754 0.384
H -3.181 -4.251 3.543 0.361
H -2.254 -2.840 4.009 0.349
H -0.907 -5.488 0.859 0.384
H -2.595 -5.475 1.356 0.463
H -1.414 -6.184 2.406 0.326
H -2.087 -1.968 1.705 0.288
H -3.076 -3.299 1.149 0.479
H -1.510 -3.007 0.388 0.482
H 2.800 -3.792 3.058 0.442
H 2.700 -4.334 4.735 0.443
H 2.148 -2.728 4.319 0.330
```

(5)
Computed, not measured: the molecule C19H22N2O3 in a non-equilibrium geometry, with ωB97M-V/def2-TZVPD.

The lowest unoccupied orbital energy is -0.3 eV. As for the spin multiplicity: 1. As for the frontier orbital gap: 7.69 eV. For the HOMO energy, the calculation gives -7.96 eV. The total energy comes out at -1072.453253 Eh.

The geometry in XYZ format:
```
46
Properties=species:S:1:pos:R:3:mulliken_charge:R:1
C 0.205 0.552 3.168 -1.035
C 1.582 -0.058 3.405 -0.662
C 2.016 -1.020 2.299 -0.056
C 1.119 -2.260 2.219 -1.057
N 1.552 -3.211 1.215 0.142
C 2.217 -4.414 1.683 -0.767
C 3.625 -4.156 2.211 -1.127
C 1.451 -3.040 -0.123 0.354
O 1.929 -3.840 -0.918 -0.717
C 0.736 -1.870 -0.681 0.962
C 0.736 -1.537 -2.003 -1.571
C -0.074 -0.373 -2.131 1.215
C -0.485 0.468 -3.140 -0.923
C -1.313 1.545 -2.787 0.677
C -1.797 2.470 -3.736 -1.264
C -2.600 3.513 -3.373 -0.427
C -2.968 3.692 -2.021 0.702
O -3.761 4.701 -1.577 -0.442
C -4.266 5.636 -2.500 -0.864
C -2.512 2.807 -1.068 0.005
C -1.688 1.727 -1.415 -0.084
N -1.281 0.897 -0.430 -0.594
C -0.521 -0.091 -0.802 0.020
O -0.031 -1.003 0.055 -0.351
H 0.133 0.967 2.166 0.171
H 0.020 1.348 3.885 0.404
H -0.580 -0.191 3.282 0.292
H 1.589 -0.582 4.365 0.326
H 2.320 0.745 3.464 0.355
H 1.996 -0.494 1.344 0.160
H 3.046 -1.333 2.480 0.383
H 0.091 -1.956 2.016 0.252
H 1.136 -2.775 3.183 0.434
H 1.600 -4.869 2.465 0.369
H 2.270 -5.095 0.830 0.447
H 4.224 -3.668 1.446 0.301
H 4.095 -5.103 2.466 0.406
H 3.606 -3.532 3.100 0.293
H 1.256 -2.066 -2.776 0.565
H -0.189 0.316 -4.168 0.462
H -1.519 2.338 -4.771 0.387
H -2.950 4.199 -4.129 0.405
H -4.865 6.330 -1.913 0.248
H -4.902 5.159 -3.252 0.343
H -3.461 6.188 -2.997 0.342
H -2.789 2.938 -0.035 0.520
```

(6)
Computed, not measured: a cluster of 2 separate species, CH5N4P in total in a non-equilibrium geometry, with ωB97M-V/def2-TZVPD.

The lowest unoccupied orbital energy is 1.0 eV. As for the spin multiplicity: 1. As for the frontier orbital gap: 10.91 eV. For the HOMO energy, the calculation gives -9.95 eV. The total energy comes out at -601.393905 Eh.

The geometry in XYZ format:
```
11
Properties=species:S:1:pos:R:3:mulliken_charge:R:1
C -0.413 -0.704 1.224 0.153
N -1.280 -1.725 1.454 -0.218
N -0.898 -2.272 2.535 -0.369
N 0.111 -1.601 3.033 0.350
N 0.406 -0.563 2.272 -0.483
H -0.434 0.056 0.446 0.320
H 0.549 -1.836 3.878 0.234
P 0.361 1.142 -2.794 -0.111
H 1.518 0.579 -3.379 0.053
H 0.704 1.150 -1.363 0.014
H 0.827 2.471 -3.147 0.056
```